The following is a DFT calculation (ωB97M-V/def2-TZVPD) of a structure of composition H11Na2O6.

The value obtained for the HOMO-LUMO gap (alpha / beta) is 3.5 / 9.7 eV. As for the spin multiplicity: 2. For the highest occupied orbital energy (alpha / beta), the calculation gives -5.149 / -10.541 eV. The value obtained for the total energy is -782.61773 hartree.

Geometry (Å):
Na -1.9470 -1.5914 -1.4963
Na -2.4778 0.5679 1.0894
O -0.4659 -0.4270 -0.0634
H -1.0676 0.2450 -0.4386
O 0.5977 -0.5924 -2.6049
H 0.2410 -0.3956 -1.7387
H -0.0327 -0.2116 -3.2162
O -0.4322 -0.6382 2.6492
H 0.4146 -0.2665 2.8961
H -0.4621 -0.5551 1.6961
O 0.9930 -2.8103 0.2425
H 1.8448 -2.7098 -0.1824
H 0.6059 -1.9353 0.2141
O -0.7580 3.2421 -0.5345
H -0.4653 3.6103 0.2992
H -1.6986 3.1066 -0.4199
O 1.7527 0.6570 0.8660
H 2.4290 0.2731 0.3079
H 0.9287 0.4310 0.4345

Atoms 1-6, force components in eV/Å:
0.404 -0.200 0.222
0.110 -0.214 0.474
-1.572 0.253 -0.533
0.652 0.166 -0.118
0.008 -0.556 -0.900
0.042 0.213 1.173

---

The following is a DFT calculation (ωB97M-V/def2-TZVPD) of a cluster of 13 separate species, C52H105N3O33P4 in total.

The value obtained for the HOMO-LUMO gap is 3.6 eV. For the highest occupied orbital energy, the calculation gives -5.243 eV. The value obtained for the total energy is -6056.64198 hartree.

Geometry (Å):
C 1.6763 -0.0475 0.1077
C 2.0693 -1.5188 0.1190
N 1.0489 -2.3156 -0.6263
C 1.1699 -2.5529 -2.0056
C 0.0489 -3.3382 -2.3779
N -0.7724 -3.4755 -1.2615
C -0.1510 -2.8725 -0.1694
C -1.9597 -4.2628 -1.1546
H 2.2315 0.3945 0.9351
H 0.6102 0.0392 0.3173
H 1.9032 0.5154 -0.7977
H 2.0587 -1.7539 1.1833
H 3.0768 -1.5548 -0.2954
H 1.9888 -2.2534 -2.6429
H -0.1467 -3.6964 -3.3779
H -0.5520 -2.9209 0.8322
H -1.8988 -4.9447 -0.3064
H -2.0488 -4.8797 -2.0488
H -2.8771 -3.6742 -1.1604
N -4.9368 -9.0004 -7.0718
O -4.6625 -9.9603 -6.3933
O -6.0782 -8.7350 -7.3937
O -4.0540 -8.1473 -7.2712
C 3.1784 6.4606 -8.0064
C 3.5038 7.4587 -8.9153
C 4.3677 7.2386 -9.9121
C 4.8693 5.9586 -10.1000
C 4.5377 4.9336 -9.1660
C 3.7217 5.1631 -8.1051
O 3.3522 4.1964 -7.2320
O 4.8222 8.2625 -10.7328
H 2.3630 6.6144 -7.3151
H 3.0801 8.4286 -8.7009
H 5.5097 5.7629 -10.9473
H 4.9918 3.9748 -9.3680
H 2.7038 4.5250 -6.6049
H 4.5726 9.1443 -10.4472
C -0.0146 8.7428 3.8525
C 0.7822 9.8888 3.8911
C 0.5514 10.8909 2.9290
C -0.4878 10.7287 1.9781
C -1.2406 9.5901 1.9044
C -0.9302 8.5664 2.8247
O -1.6360 7.3976 2.7975
O 1.2764 11.9974 2.8410
H 0.1380 8.0533 4.6697
H 1.5824 9.9971 4.6082
H -0.6232 11.5558 1.2969
H -2.0279 9.4738 1.1743
H -1.7626 7.0703 3.6910
H 0.8524 12.5859 2.2120
C -13.6137 -5.5934 -3.2791
C -14.9548 -5.8128 -3.2353
C -15.4912 -7.0305 -3.8250
C -14.6378 -8.0964 -4.2302
C -13.2546 -7.8140 -4.2556
C -12.7348 -6.5983 -3.7783
O -11.4500 -6.4138 -3.9097
O -16.8258 -7.1888 -3.8612
H -13.1638 -4.7081 -2.8545
H -15.5827 -4.9637 -3.0088
H -15.0341 -9.0670 -4.4897
H -12.5064 -8.5337 -4.5533
H -11.1181 -6.8406 -4.7030
H -17.3343 -6.4132 -3.6134
C 10.4353 4.3606 -2.4995
O 10.2473 4.0862 -1.1325
P 10.9137 2.6592 -0.6144
O 12.3236 2.5273 -0.9493
O 10.5736 2.7580 0.9669
C 11.2521 3.6100 1.8691
O 9.9480 1.4079 -1.0479
C 9.9007 0.9934 -2.4073
H 10.9236 3.5920 -3.0985
H 11.1564 5.1717 -2.6008
H 9.4277 4.5299 -2.8793
H 12.0961 3.2423 2.4526
H 10.4754 3.7942 2.6114
H 11.5705 4.4679 1.2768
H 9.8816 -0.0845 -2.2464
H 10.7743 1.1504 -3.0398
H 8.9993 1.1565 -2.9980
C -4.3317 0.1809 -5.6526
O -3.2568 0.7589 -4.9743
P -3.4299 2.3220 -4.5387
O -2.1868 2.9308 -4.0815
O -4.1425 2.9660 -5.8886
C -3.4726 3.2108 -7.1088
O -4.6113 2.2416 -3.4746
C -4.7084 1.3263 -2.3884
H -5.3245 0.6019 -5.4938
H -4.4060 -0.8552 -5.3224
H -4.1257 0.4065 -6.6990
H -2.9659 2.3157 -7.4696
H -2.6439 3.9021 -6.9557
H -4.2052 3.4829 -7.8686
H -4.6741 1.8273 -1.4210
H -3.9321 0.5685 -2.4947
H -5.6051 0.7066 -2.3888
C -11.9518 -3.4643 3.4727
O -10.6192 -3.3172 2.9771
P -9.4028 -3.7863 3.9767
O -8.0569 -3.5420 3.3392
O -9.6514 -2.9821 5.3572
C -9.4583 -3.5771 6.6065
O -9.7555 -5.3662 4.1980
C -9.8483 -6.2423 3.0643
H -12.5595 -2.6443 3.0902
H -12.0878 -3.4400 4.5539
H -12.5064 -4.3561 3.1805
H -10.0555 -3.1638 7.4193
H -8.3923 -3.3502 6.6175
H -9.5750 -4.6571 6.5165
H -10.2143 -5.7141 2.1839
H -10.4904 -7.1018 3.2573
H -8.8792 -6.5057 2.6405
C -0.0947 -7.0649 9.2333
O -0.0198 -7.1034 7.8074
P 0.5535 -8.3710 6.9659
O 1.0317 -8.0604 5.6149
O 1.7884 -8.8940 7.9400
C 2.7584 -9.7861 7.4069
O -0.5422 -9.5282 7.1328
C -1.5412 -9.7579 6.1328
H 0.4370 -7.8310 9.7976
H -1.1542 -7.0547 9.4893
H 0.3351 -6.1322 9.5986
H 3.4782 -10.0614 8.1777
H 3.3731 -9.3472 6.6210
H 2.3324 -10.7385 7.0911
H -1.4447 -10.8411 6.0586
H -1.4520 -9.3882 5.1113
H -2.5761 -9.6836 6.4668
C -0.4048 1.2354 7.6841
O -1.3413 1.7081 6.7562
C -2.7139 1.4330 6.9912
C -3.3864 2.3955 7.9506
O -3.4058 3.6958 7.4638
C -4.0176 4.6320 8.4058
H -0.4093 0.1662 7.8961
H -0.5982 1.8769 8.5438
H 0.5848 1.4824 7.2996
H -2.8009 0.4175 7.3776
H -3.3032 1.4544 6.0745
H -2.9260 2.2158 8.9222
H -4.4005 2.0232 8.0962
H -4.9950 4.2946 8.7509
H -4.1385 5.6046 7.9288
H -3.4505 4.8829 9.3022
C 6.7769 15.1677 -2.2978
O 6.5267 13.8694 -2.7706
C 7.6281 13.0284 -2.5166
C 7.2127 11.5686 -2.6939
O 6.6023 11.2191 -1.4749
C 5.9752 9.9757 -1.5386
H 5.9220 15.7185 -2.6900
H 7.6401 15.6046 -2.7999
H 6.9706 15.2785 -1.2309
H 8.0825 13.1000 -1.5284
H 8.3814 13.2700 -3.2665
H 8.1627 11.0342 -2.6872
H 6.5950 11.5907 -3.5917
H 6.3204 9.1823 -2.2014
H 4.9514 10.1997 -1.8380
H 5.7974 9.6802 -0.5046
C 2.7867 -6.7124 -9.2544
O 3.0518 -6.9138 -10.6388
C 2.4542 -5.9947 -11.5186
C 2.8944 -4.5027 -11.5109
O 2.6397 -3.8293 -10.2821
C 1.4426 -3.0872 -10.2252
H 3.4212 -7.4990 -8.8460
H 1.7451 -6.7833 -8.9412
H 3.2003 -5.7996 -8.8258
H 1.4349 -5.9305 -11.1376
H 2.4442 -6.3070 -12.5628
H 2.6181 -3.9404 -12.4029
H 3.9670 -4.4141 -11.6832
H 1.2016 -2.6675 -9.2484
H 0.5497 -3.6842 -10.4109
H 1.3841 -2.2595 -10.9321
C 7.8270 -2.7933 7.7004
O 7.1825 -3.0382 9.0146
C 6.8776 -4.4011 9.3109
C 6.5888 -4.6088 10.7899
O 5.5429 -3.7754 11.1914
C 5.1810 -3.9963 12.5497
H 7.1630 -2.6903 6.8422
H 8.6002 -3.5148 7.4365
H 8.4086 -1.8732 7.7581
H 7.7034 -4.9843 8.9034
H 5.9593 -4.7438 8.8341
H 7.5259 -4.4257 11.3157
H 6.3060 -5.6581 10.8744
H 4.5922 -3.2384 13.0664
H 6.1295 -4.1180 13.0726
H 4.6272 -4.9138 12.7488

Atoms 1-6, force components in eV/Å:
-0.175 0.296 0.282
-1.015 1.218 0.306
-1.065 -1.155 -0.577
-2.821 -1.940 0.847
1.600 1.974 1.244
3.131 1.638 1.233

---

The following is a DFT calculation (ωB97M-V/def2-TZVPD) of a cluster of 2 separate species, C4H13NS in total.

The value obtained for the HOMO-LUMO gap is 7.9 eV. The value obtained for the energy above the lowest of the compared OMol25 structures with the same formula, charge and spin is 3.808 eV. For the highest occupied orbital energy, the calculation gives -8.415 eV. The value obtained for the total energy is -612.98908 hartree. Its SMILES is CCN.CCS.

Geometry (Å):
C 2.0638 2.4086 0.6313
C 2.1706 1.0947 -0.2164
N 1.0030 0.9543 -1.1095
H 2.9606 2.3568 1.3808
H 2.3382 3.3191 0.1038
H 1.1735 2.5416 1.2844
H 3.0354 0.9448 -0.9043
H 2.1061 0.2245 0.4499
H 0.8859 1.9420 -1.6231
H 0.1391 0.8000 -0.6113
C -2.2549 0.0003 1.0689
C -1.2031 -1.1221 1.0948
S -0.8634 -1.8091 -0.7261
H -1.9311 0.6603 0.3032
H -2.3468 0.7301 1.8500
H -3.1753 -0.5644 0.8409
H -1.7455 -1.9511 1.4583
H -0.2218 -0.8334 1.4240
H -1.0828 -2.1940 -2.0437

Atoms 1-6, force components in eV/Å:
3.213 -0.915 1.747
-1.811 0.296 -0.126
0.194 3.077 -2.030
-1.460 0.071 -0.893
-0.592 0.025 -0.454
0.319 -0.348 -0.899

---

The following is a DFT calculation (ωB97M-V/def2-TZVPD) of a cluster of 2 separate species, C3H9NOS in total.

The value obtained for the HOMO-LUMO gap is 10.3 eV. The value obtained for the energy above the lowest of the compared OMol25 structures with the same formula, charge and spin is 4.628 eV. For the highest occupied orbital energy, the calculation gives -9.490 eV. The value obtained for the total energy is -647.72802 hartree.

Geometry (Å):
C -1.0173 -1.3940 0.3726
C -0.3716 1.4836 0.2633
C 0.2574 0.1945 0.7107
N 2.0941 -1.5248 -0.3959
O 2.7001 0.9784 0.1158
S 1.7125 -0.0355 -0.2195
H -1.3564 -1.1036 -0.5999
H -0.4807 -2.3115 0.5063
H -1.7722 -1.3023 1.0906
H -0.8077 1.5633 -0.8275
H 0.3745 2.3054 0.4115
H -1.1436 1.7275 0.9057
H 0.4087 0.1871 1.7565
H 3.0912 -1.6654 -0.4289
H 1.3281 0.5148 -1.5282

Atoms 1-6, force components in eV/Å:
3.043 3.227 0.135
0.908 1.010 -2.454
-3.384 -3.035 -1.993
-1.297 1.397 0.953
-0.039 -0.222 0.794
1.874 -0.697 -3.013

---

The following is a DFT calculation (ωB97M-V/def2-TZVPD) of a structure of composition C17H25Cl5F4N2NaO16S2.

The value obtained for the HOMO-LUMO gap is 1.1 eV. As for the net charge: -1. For the highest occupied orbital energy, the calculation gives -2.621 eV. The value obtained for the total energy is -5634.12120 hartree.

Geometry (Å):
C 2.1736 -3.8474 1.7860
C 2.5364 -3.2063 0.8548
O 2.9450 -2.4797 -0.1992
S 4.4965 -2.9446 -0.4170
O 4.5404 -3.6770 -1.6849
O 5.2425 -1.4887 -0.7015
C 6.1083 -1.6015 -1.8177
C 7.0824 -2.7516 -1.5373
C 8.4815 -2.3891 -1.1384
O 7.4242 -2.9813 -0.2373
H 1.8183 -4.4988 2.5550
H 6.7277 -0.7228 -1.9317
H 5.5922 -1.8973 -2.7254
H 6.9630 -3.5977 -2.1983
H 9.2289 -3.1668 -1.0760
H 8.6277 -1.4949 -0.5487
Na 6.5099 -5.3494 -2.0686
C 6.5392 1.9165 -0.1066
Cl 7.1282 0.8211 1.1778
Cl 4.9761 1.3769 -0.6357
Cl 6.4468 3.5585 0.5441
Cl 7.7052 1.8975 -1.4548
O 0.7585 -6.5930 2.1307
H 0.3153 -6.4843 1.2771
O 10.5987 0.5404 1.8950
H 9.6602 0.5514 1.5383
H 10.9162 1.4738 2.1018
H 11.2237 0.0757 1.2409
O 1.9611 2.0709 -0.2920
Cl 1.5483 1.5293 -1.5562
O 2.6316 0.7446 -2.1170
O 1.2355 2.6439 -2.4610
O 0.3900 0.7200 -1.4155
C -3.6660 -4.8839 3.0253
F -3.1315 -5.4629 4.1220
F -5.0114 -4.9913 3.1441
F -3.3698 -3.5970 3.0702
S -3.0908 -5.7435 1.4950
O -3.5444 -7.1048 1.7029
O -1.6439 -5.5837 1.5035
O -3.7634 -5.0419 0.4231
C -3.1333 2.4757 -2.4065
C -3.9898 2.0466 -1.2209
C -3.7652 2.9190 0.0198
C -2.3748 2.8351 0.4525
N -1.2929 2.6752 0.7978
H -2.0694 2.3778 -2.1809
H -3.3421 1.8502 -3.2748
H -3.3377 3.5157 -2.6805
H -3.7702 1.0068 -0.9770
H -5.0456 2.0967 -1.4994
H -4.4041 2.5842 0.8379
H -4.0107 3.9615 -0.1964
O 2.0279 5.5749 -3.1907
H 1.3324 6.2188 -3.4183
H 1.8117 4.6659 -3.5467
H 2.1300 5.4965 -2.2154
F -2.8678 -1.2554 3.2468
C -8.9428 0.9273 2.2280
C -9.0472 0.7430 0.8558
C -8.5987 1.7237 -0.0127
C -8.0470 2.8769 0.5136
C -7.9408 3.0824 1.8765
C -8.3942 2.0967 2.7369
N -7.5387 3.9072 -0.4043
O -7.6473 3.7080 -1.5979
O -7.0193 4.8924 0.0823
H -9.2859 0.1551 2.9029
H -9.4728 -0.1690 0.4620
H -8.6731 1.5853 -1.0805
H -7.5068 3.9909 2.2654
H -8.3130 2.2377 3.8053

Atoms 1-6, force components in eV/Å:
-0.118 -0.386 0.401
-0.341 0.488 -0.316
0.829 0.247 -0.205
-0.086 -0.097 0.975
0.274 -0.285 -0.250
-1.026 -0.539 -0.559

---

The following is a DFT calculation (ωB97M-V/def2-TZVPD) of a cluster of 6 separate species, C20H42N2O10 in total.

The value obtained for the HOMO-LUMO gap is 9.4 eV. The value obtained for the energy above the lowest of the compared OMol25 structures with the same formula, charge and spin is 9.637 eV. For the highest occupied orbital energy, the calculation gives -9.262 eV. The value obtained for the total energy is -1648.79602 hartree. Its SMILES is C[N+](=O)[O-].C[N+](=O)[O-].c1ccccc1.COCCOC.COCCOC.COCCOC.

Geometry (Å):
C -3.6437 3.9133 -2.6344
N -3.6140 3.1947 -3.9630
O -2.7666 2.3378 -4.0941
O -4.4652 3.4553 -4.7765
H -4.6513 4.2736 -2.4744
H -2.8931 4.6916 -2.7344
H -3.3535 3.1552 -1.9153
C 2.4804 3.6328 -3.9370
N 1.4350 4.1681 -3.0130
O 0.4043 3.5436 -2.8828
O 1.7279 5.1671 -2.3806
H 3.1084 2.9732 -3.3505
H 3.0178 4.4618 -4.3854
H 1.9427 3.1479 -4.7486
C 0.2550 0.8584 0.2138
C -0.4998 1.2072 -0.9034
C -0.5131 0.3329 -1.9671
C 0.0377 -0.9581 -1.8476
C 0.7218 -1.2949 -0.7111
C 0.8972 -0.3637 0.3219
H 0.3429 1.4960 1.0881
H -1.0118 2.1567 -0.9151
H -0.8872 0.5767 -2.9544
H -0.0657 -1.6501 -2.6726
H 1.1331 -2.2994 -0.6569
H 1.3611 -0.6138 1.2660
C -2.1184 -2.9718 0.3191
O -1.4428 -3.9336 1.0809
C -0.7657 -4.9341 0.3417
C 0.1795 -5.7192 1.2150
O 1.3028 -4.9631 1.6172
C 1.0586 -3.8728 2.4654
H -1.6554 -2.7104 -0.6349
H -2.4243 -2.0745 0.8459
H -3.0450 -3.4680 -0.0168
H -0.1578 -4.4157 -0.4152
H -1.5325 -5.5016 -0.1995
H 0.5660 -6.5421 0.6184
H -0.3798 -6.1371 2.0574
H 0.4043 -3.1342 1.9953
H 2.0181 -3.3752 2.6309
H 0.6523 -4.0662 3.4645
C -4.8489 4.9400 5.3684
O -4.2072 4.8448 4.1325
C -2.9605 4.2111 4.2329
C -2.5369 3.5820 2.9012
O -2.6314 4.5680 1.8839
C -1.6193 4.4515 0.8926
H -5.1506 3.9690 5.7745
H -5.7849 5.4958 5.2436
H -4.3393 5.5412 6.1321
H -2.9538 3.3603 4.9284
H -2.2013 4.9304 4.5589
H -3.1487 2.6947 2.7243
H -1.4682 3.3561 2.9707
H -1.9570 5.0482 0.0478
H -1.5427 3.4238 0.5450
H -0.6897 4.8684 1.2772
C 4.8438 -1.4769 0.3918
O 4.8007 -2.6313 -0.3942
C 4.0243 -3.6980 0.0920
C 3.8155 -4.7936 -0.9162
O 2.8664 -4.4649 -1.9249
C 3.4345 -3.6814 -2.9517
H 5.2208 -1.7547 1.3934
H 3.8207 -1.1310 0.6126
H 5.4683 -0.7304 -0.0832
H 3.0504 -3.3186 0.4210
H 4.5841 -4.1032 0.9478
H 3.3827 -5.6881 -0.4673
H 4.7731 -5.1597 -1.3039
H 3.5303 -2.6333 -2.6626
H 2.8291 -3.7716 -3.8538
H 4.4355 -3.9929 -3.2714

Atoms 1-6, force components in eV/Å:
0.193 -0.529 -0.676
-0.299 -0.473 0.683
0.302 0.066 -0.083
-0.195 0.376 -0.308
0.050 0.200 -0.031
-0.082 0.128 0.277